{
  "formula": "C12H30O18Zn2",
  "method": "wB97M-V/def2-TZVPD",
  "e_lumo_ha": 0.0766,
  "charge": -2,
  "spin_multiplicity": 1,
  "e_above_lowest_kcal_mol": 0.0,
  "orbital_gap_ev": 3.616,
  "symbols": ["Zn", "Zn", "O", "O", "O", "O", "O", "O", "O", "O", "O", "O", "O", "O", "O", "O", "O", "O", "O", "O", "C", "C", "C", "C", "C", "C", "C", "C", "C", "C", "C", "C", "H", "H", "H", "H", "H", "H", "H", "H", "H", "H", "H", "H", "H", "H", "H", "H", "H", "H", "H", "H", "H", "H", "H", "H", "H", "H", "H", "H", "H", "H"],
  "coordinates": [[1.360916, -1.029370, -2.540588], [0.971686, -2.437410, 2.026114], [1.592868, -5.538353, -0.609475], [-0.352478, -0.767483, -1.481338], [1.732645, -3.848911, 0.834345], [-0.033225, -1.663948, 0.487089], [-0.762096, 1.459152, 3.328736], [-2.342269, -3.472527, -1.042036], [-1.491619, 6.136288, 2.247366], [-2.383350, 4.108724, 2.451389], [2.540800, -1.112463, 1.435195], [4.138887, 1.075824, -1.819925], [2.378626, 2.299311, -4.314916], [0.359843, -1.957592, -4.049911], [1.019736, 0.704477, -3.587653], [-4.851454, 1.683542, 4.541223], [-5.513884, 1.502882, 2.455435], [-2.385352, 0.903352, -3.449606], [2.495716, -0.230129, -1.009058], [0.106374, -1.041641, 3.328311], [3.290741, 0.782009, -0.994547], [1.387801, 1.566745, -4.443437], [2.030495, -5.017553, 0.418621], [-0.499315, -0.750608, -0.228460], [-4.134083, -0.274095, 3.288247], [3.154139, -5.766140, 1.121195], [3.143923, 1.702413, 0.233459], [-4.877366, 1.058034, 3.438900], [-1.496926, 4.906563, 2.036177], [-0.261092, 4.267025, 1.386847], [-1.263199, 0.442711, 0.256660], [0.554881, 1.705465, -5.713476], [-2.986501, -2.866893, -1.423783], [-1.597637, 0.217443, 1.270515], [-4.828546, -1.001207, 2.854530], [3.886405, 1.429213, 0.983661], [2.666424, -0.776607, 0.516671], [3.350722, -0.885734, 1.902644], [3.231991, 2.733261, -0.103196], [0.511045, 2.717655, -6.109670], [-1.484548, -3.083700, -1.254798], [-3.704023, -0.715171, 4.187306], [-0.499651, 3.732326, 0.456522], [-2.373417, 1.823570, -3.166335], [-0.818535, 1.987642, 4.131812], [-1.566417, 0.532130, -3.098538], [3.812276, -5.213474, 1.793711], [1.066420, 1.103667, -6.472156], [3.765218, -6.026951, 0.256005], [0.085199, 3.442732, 2.014478], [-2.154025, 0.640449, -0.333456], [-0.459080, 1.311055, -5.631140], [-0.387462, -0.197573, 3.153990], [2.143402, 1.658358, 0.669370], [0.678175, -2.645026, -4.645665], [-3.382945, -0.210607, 2.496711], [2.779689, -6.614945, 1.691759], [-0.621047, 1.322655, 0.300184], [0.567372, 4.889859, 1.044319], [-1.351264, 1.919616, 2.694895], [0.591588, -0.870757, 4.142023], [-0.533201, -1.749276, -4.353250]],
  "atomic_forces_ev_per_a": [[-0.39, 2.91, 1.07], [0.14, 0.93, -2.28], [-0.03, 0.46, 0.74], [0.46, -0.59, -1.27], [-0.94, 1.34, 1.46], [-0.14, -0.02, 0.52], [0.08, -0.29, -0.36], [-0.01, -0.04, -0.22], [0.43, 0.33, -0.59], [0.91, -0.54, -0.68], [0.43, -0.31, 1.31], [-0.40, -0.74, 0.19], [-0.85, -0.55, -0.42], [0.12, -1.03, -0.59], [-0.68, -1.88, 0.73], [0.71, -1.43, 0.10], [0.32, -1.24, -0.67], [-0.06, -0.12, -0.14], [-0.96, -1.93, -0.49], [0.72, -1.34, 0.29], [1.37, 2.08, -0.33], [1.61, 1.85, -0.12], [0.24, -0.74, -0.76], [0.00, 0.41, -0.57], [-0.21, -0.61, -0.72], [0.48, 0.13, -0.11], [-0.85, -0.09, -0.37], [-1.03, 2.41, 0.90], [-0.61, 0.16, 1.42], [0.26, -0.97, -1.16], [-0.27, -0.62, 1.47], [-0.21, -0.50, -0.39], [0.05, 0.06, 0.10], [-0.11, 0.26, -0.02], [-0.19, -0.02, 0.19], [0.09, 0.28, 0.00], [-0.73, -0.10, -0.82], [-0.13, -0.07, 0.09], [0.55, -0.06, 0.06], [0.17, 0.10, 0.28], [-0.01, 0.03, 0.16], [0.04, 0.33, 0.16], [-0.58, 0.07, 0.00], [0.03, -0.06, 0.03], [-0.32, 0.07, -0.09], [0.20, 0.13, 0.19], [-0.40, 0.46, 0.02], [0.00, 0.00, -0.05], [0.14, -0.76, 0.36], [0.31, 0.30, 0.26], [0.18, 0.03, -0.24], [0.02, 0.02, 0.24], [-0.10, 0.55, -0.14], [0.09, -0.35, 0.13], [0.08, 0.00, 0.14], [0.23, 0.27, 0.17], [0.02, -0.27, -0.41], [0.03, -0.01, -0.21], [-0.06, 0.44, 0.66], [-0.14, 0.34, 0.40], [-0.16, 0.13, 0.02], [0.05, 0.44, 0.38]]
}